[1]
Formula: C4H4BrClN2
Source: the Open Molecules 2025 dataset
Level of theory: ωB97M-V/def2-TZVPD

The geometry in XYZ format:
```
12
Properties=species:S:1:pos:R:3:forces:R:3
Br 2.6311 -1.1447 0.0611 -0.42 0.94 -0.23
Cl 3.0236 1.9096 -0.1552 -0.62 -0.70 -0.01
N -0.4679 -0.3835 -1.1072 -1.27 -1.05 -0.42
N -0.2976 0.2783 1.1755 0.36 0.67 1.48
C -0.6973 -0.7343 0.2820 -0.58 -0.59 -1.05
C 0.4543 0.2523 -1.5447 0.28 0.54 -0.78
C 0.8161 0.8964 1.0588 -0.24 0.24 -0.46
C 1.8786 0.6311 0.1377 2.29 0.11 2.39
H -0.1898 -1.6948 0.4405 -0.08 -0.03 0.29
H 0.9069 1.8106 1.6394 0.30 -0.01 0.13
H -1.7763 -0.8780 0.3962 0.27 -0.10 -0.01
H 0.7894 0.6421 -2.4718 -0.28 -0.02 -1.33
```
Forces are in eV/Å.

Calculated values
- Frontier orbital gap (alpha / beta): 5.9097 / 7.6672 eV
- HOMO energy (alpha / beta): -5.832 / -9.915 eV
- M: 195.45 g mol⁻¹
- Relative energy (zero: lowest compared OMol25 entry of this formula, charge and spin): 14.9 kcal/mol
- Expectation value of S²: 2.0233
- Multiplicity: 3
- E: -3298.32452 Eh


[2]
Formula: C37H41Cl2F5IrN3O5PTe
Source: the Open Molecules 2025 dataset
Level of theory: ωB97M-V/def2-TZVPD

The geometry in XYZ format:
```
96
Properties=species:S:1:pos:R:3:forces:R:3
Ir 0.5306 -0.9722 0.5219 -1.69 0.94 0.93
Te 1.3993 -1.1977 -2.6521 0.43 -1.46 -1.46
Cl -1.7507 2.5512 -5.0621 0.04 0.02 0.03
Cl -5.7667 3.6861 -1.6291 -0.01 0.04 0.05
P 2.1539 -1.8445 1.9454 0.49 -0.29 0.19
F 3.1439 -0.8033 -2.1360 0.18 0.49 0.17
F 1.9170 -2.8982 -3.1912 0.28 -0.14 -0.14
F -0.2476 -1.6193 -3.3831 0.04 0.06 0.02
F 0.7992 0.5330 -2.6756 0.18 0.62 0.49
F 2.0806 -0.7067 -4.3015 -0.24 -0.03 -0.50
O 1.1425 -2.0321 -1.0343 -0.28 0.05 0.06
O -2.4544 -1.6264 -0.8899 0.08 -0.03 0.23
O 1.7282 0.5016 -0.1350 -0.08 -0.10 0.50
O -0.7804 -2.1964 1.3330 0.79 0.28 -0.26
O -0.8240 -0.0868 -0.7753 0.16 0.17 0.19
N -4.4693 2.1486 -3.7744 0.15 0.55 0.41
N -0.0904 0.5590 1.6586 0.28 -0.08 -0.24
N 0.6002 1.7495 1.4466 -0.08 -0.10 0.23
C 1.4477 1.6267 0.4698 0.20 0.06 -0.16
C 1.8747 -3.6412 2.3410 -0.06 0.05 0.03
C 0.7550 -3.9155 3.3520 -0.01 -0.01 -0.04
C -3.4172 5.0158 -1.6839 -0.13 -0.04 0.03
C -1.8953 -1.7901 1.9072 -0.45 0.04 0.15
C 1.9799 4.0609 0.6062 -0.02 0.01 0.01
C -2.1514 -0.4718 2.3620 0.12 0.01 -0.05
C -3.3716 -0.2017 3.0086 0.02 0.03 0.02
C 2.2452 -0.8365 3.4930 -0.01 0.01 -0.01
C 4.0886 -2.7132 0.0882 0.02 -0.01 0.05
C -3.0996 -1.3102 -3.7769 0.10 0.15 0.05
C 3.8901 -1.8334 1.3248 -0.03 0.00 -0.06
C 2.9950 2.7301 -1.1295 0.01 -0.02 0.04
C -3.6987 -1.7964 -4.9243 -0.05 -0.09 -0.12
C -2.1363 5.2453 -2.1547 0.10 0.05 0.00
C 0.9910 -0.9173 4.3713 0.03 0.06 -0.01
C 2.1625 2.8291 -0.0186 -0.03 -0.03 0.02
C 3.1172 -4.4014 2.8235 -0.01 0.04 0.00
C -4.0487 -2.4791 2.7701 -0.11 0.03 0.04
C -4.3156 -1.1761 3.2116 0.08 -0.09 -0.06
C -2.3931 3.4565 -3.7371 0.22 0.22 0.19
C -1.9878 -0.5365 -1.1590 -0.38 -0.19 -0.54
C -3.3003 -0.0036 -3.3360 -0.46 0.10 -0.13
C 3.6365 3.8599 -1.6136 0.03 0.01 0.00
C -4.7840 0.3053 -5.2393 0.31 0.33 0.16
C 3.4801 -1.0780 4.3630 0.02 -0.02 -0.01
C -1.2397 0.6357 2.2200 -0.10 -0.12 -0.06
C -1.6270 4.4756 -3.1855 0.04 -0.23 -0.03
C -2.8675 -2.7802 2.1443 0.18 -0.02 -0.06
C 4.4465 -0.4295 1.0794 -0.02 -0.02 -0.06
C -4.1656 3.9882 -2.2291 0.14 0.09 0.06
C -4.1353 0.8292 -4.1128 0.00 -0.66 -0.16
C -4.5642 -0.9909 -5.6498 0.06 -0.19 0.02
C 2.6261 5.1847 0.1208 0.01 -0.01 0.01
C 3.4536 5.0863 -0.9916 0.00 -0.02 0.02
C -3.6674 3.1685 -3.2456 -0.37 -0.60 -0.39
C -2.7864 0.4739 -1.9957 0.21 0.00 0.29
H 3.5908 -2.2930 -0.7736 0.00 -0.01 -0.01
H 3.4964 -0.3388 5.1663 -0.01 -0.01 0.01
H 4.3534 0.2254 1.9470 -0.02 0.02 -0.01
H -2.6564 -3.7757 1.7783 -0.01 0.00 0.00
H -2.4711 -1.9590 -3.1863 -0.12 -0.02 -0.06
H -5.0488 -1.3745 -6.5386 -0.04 0.03 0.01
H 4.4426 -2.2850 2.1538 0.01 0.02 0.00
H 1.0402 -1.7777 5.0353 0.01 0.04 0.02
H -3.5545 0.8111 3.3476 0.00 -0.01 0.00
H -3.8342 5.6148 -0.8864 -0.02 0.00 -0.01
H 3.4828 -4.0000 3.7701 -0.01 -0.01 -0.01
H 2.4855 6.1402 0.6091 -0.01 0.00 0.00
H -5.4111 2.4259 -3.9896 -0.07 -0.06 0.09
H -5.2490 -0.9434 3.7042 0.00 0.00 0.00
H -3.5060 -2.8125 -5.2439 0.00 0.00 0.03
H 3.1331 1.7724 -1.6102 -0.01 -0.03 -0.03
H -5.4293 0.9668 -5.8055 -0.01 -0.03 -0.04
H 5.5082 -0.5121 0.8382 0.00 0.00 0.02
H 3.7231 -3.7292 0.2189 -0.02 -0.03 0.00
H 3.9583 5.9661 -1.3695 -0.01 0.00 -0.01
H -0.6305 4.6460 -3.5691 -0.01 0.02 -0.01
H 5.1561 -2.7667 -0.1361 0.00 -0.01 0.02
H -1.5425 1.6127 2.5846 0.02 0.00 -0.02
H 0.9303 -0.0236 4.9951 -0.01 0.01 -0.02
H -2.2087 1.3932 -2.0813 0.05 -0.03 0.01
H 0.0690 -0.9949 3.8036 -0.07 0.00 -0.03
H -0.1502 -3.3524 3.1566 -0.01 -0.01 0.04
H -4.7850 -3.2585 2.9177 0.00 0.00 -0.01
H 2.8330 -5.4400 3.0027 0.00 0.00 0.00
H -1.5310 6.0270 -1.7156 -0.02 0.01 -0.03
H -3.6623 0.6864 -1.3696 -0.02 0.20 -0.06
H 0.5071 -4.9776 3.3110 -0.01 0.00 -0.01
H 3.4416 -2.0637 4.8299 0.01 0.01 -0.01
H 4.2816 3.7792 -2.4787 -0.01 0.00 0.00
H 3.9470 0.0390 0.2341 0.02 0.00 0.02
H 4.4176 -0.9915 3.8176 0.00 0.02 0.03
H 2.3024 0.1770 3.0780 0.00 0.01 0.04
H 1.0960 -3.7052 4.3656 -0.01 -0.03 -0.02
H 1.3254 4.1228 1.4645 0.00 0.01 0.00
H 1.5615 -4.0388 1.3689 0.02 -0.03 0.01
H 3.9389 -4.4062 2.1156 0.04 0.00 -0.03
```
Forces are in eV/Å.

Calculated values
- Frontier orbital gap (alpha / beta): 6.8527 / 4.5132 eV
- HOMO energy (alpha / beta): -7.468 / -7.468 eV
- M: 1124.44 g mol⁻¹
- Relative energy (zero: lowest compared OMol25 entry of this formula, charge and spin): 0.4 kcal/mol
- Expectation value of S²: 0.7619
- Multiplicity: 2
- E: -4108.48312 Eh


[3]
Formula: C5H12Cl2N
Source: the Open Molecules 2025 dataset
Level of theory: ωB97M-V/def2-TZVPD

The geometry in XYZ format:
```
20
Properties=species:S:1:pos:R:3:forces:R:3
Cl 1.9041 -0.6956 0.4206 -0.13 -1.03 -0.09
Cl 4.4527 -0.7497 -1.0426 -0.28 -0.25 -0.11
N -1.0951 -0.3845 0.4389 0.51 -1.97 -0.72
C -2.4264 0.1568 0.6862 -2.46 2.23 -0.01
C -0.1363 0.6063 -0.0280 0.09 -1.01 2.37
C -1.1079 -1.6861 -0.3546 0.93 0.52 -2.80
C 3.5235 -0.2878 0.2982 0.47 -0.33 0.05
C 3.8133 0.9874 0.8900 2.71 3.13 -1.61
H -1.6611 -2.3921 0.1658 -1.19 -1.14 1.33
H 0.1451 1.2531 0.7365 0.30 0.83 1.49
H -0.0791 1.1005 -0.9120 -0.78 0.32 -3.15
H 4.8811 1.2159 1.0512 0.16 -0.94 -0.42
H -0.0574 -2.1207 -0.4432 -1.43 1.03 -0.13
H -2.3449 1.0348 1.4305 0.00 -1.23 -1.46
H 3.6596 1.8214 0.0912 -0.57 -0.99 1.44
H -0.7812 -0.7890 1.3256 0.39 0.78 0.22
H -2.8748 0.5008 -0.3190 0.78 -0.39 1.69
H -3.1537 -0.5417 1.1592 0.90 -0.01 -0.47
H -1.6479 -1.5919 -1.3665 1.21 0.31 1.46
H 3.5027 1.2128 1.8691 -1.59 0.12 0.92
```
Forces are in eV/Å.

Calculated values
- Frontier orbital gap (alpha / beta): 9.2358 / 7.0887 eV
- HOMO energy (alpha / beta): -12.729 / -11.347 eV
- M: 157.06 g mol⁻¹
- Total charge: +1
- Relative energy (zero: lowest compared OMol25 entry of this formula, charge and spin): 121.0 kcal/mol
- Multiplicity: 1
- E: -1172.40932 Eh


[4]
Formula: C19H30N2O6S
Source: the Open Molecules 2025 dataset
Level of theory: ωB97M-V/def2-TZVPD

The geometry in XYZ format:
```
58
Properties=species:S:1:pos:R:3:forces:R:3
S -3.4633 -0.1276 -0.9760 -0.29 -0.13 -0.01
O -4.8633 0.1133 -0.8010 0.13 0.09 0.38
O 5.5467 0.1122 -0.9548 -0.04 0.14 -0.17
O 3.4824 -0.9486 1.3878 0.18 -0.15 -0.15
O 2.3046 0.5713 -1.4259 -0.09 0.10 0.28
O -2.9620 -0.4190 -2.2907 0.27 0.08 0.15
O -1.3782 -0.5706 1.8350 -0.19 -0.18 0.23
N 0.4461 -0.8770 0.5602 0.26 0.09 0.10
N -3.0867 -1.4444 -0.0225 -0.40 0.47 -0.54
C 3.4803 0.5620 -2.2037 0.34 -0.20 -0.07
C -2.8095 1.7233 0.9523 -0.09 0.19 0.09
C -0.9110 3.2029 0.7875 0.02 -0.05 -0.07
C 1.2079 0.0285 1.4043 0.24 -0.02 0.41
C -1.4780 1.7537 -1.0480 0.03 -0.06 -0.19
C -2.5273 1.2452 -0.3118 -0.35 -0.45 -0.37
C -2.1695 -3.7191 1.6232 0.16 0.01 -0.17
C 5.5579 -0.2779 0.3953 -0.17 0.07 0.31
C -2.0011 2.7044 1.4957 -0.10 -0.11 -0.11
C 4.3303 0.1684 1.2021 0.26 -0.02 -0.06
C 4.5528 -0.4653 -1.7806 -0.16 0.25 -0.22
C 1.3564 -0.4401 -1.7141 -0.11 -0.30 0.11
C -0.0315 4.2540 1.3919 -0.06 0.04 -0.02
C -1.7175 -1.9007 -0.1105 0.34 -0.20 -0.15
C 1.1682 -1.4408 -0.5598 0.09 0.21 -0.52
C -0.8578 -1.0621 0.8428 0.00 -0.07 0.00
C 2.3343 -0.6852 2.1646 -0.31 0.20 0.05
C -1.6345 -3.4008 0.2317 -0.06 0.21 0.07
C -0.6666 2.7297 -0.4967 -0.04 -0.01 0.11
H 3.8154 0.9708 0.6608 0.05 0.00 0.05
H 4.0867 -1.3218 -1.2859 -0.02 -0.05 -0.05
H -0.5934 -3.7239 0.1612 0.01 -0.01 -0.07
H 2.6128 -0.0833 3.0406 -0.01 -0.04 -0.02
H 5.0696 -0.8168 -2.6812 -0.09 -0.01 0.08
H 0.1674 3.1173 -1.0632 0.10 0.04 -0.06
H 5.6425 -1.3699 0.4873 0.03 0.09 0.04
H 3.2234 0.4035 -3.2591 -0.01 0.01 0.04
H -3.6497 1.3229 1.4963 -0.07 -0.03 0.16
H -1.3254 1.3805 -2.0488 0.10 0.00 -0.09
H 2.1472 -1.7529 -0.1877 -0.15 -0.10 -0.18
H -1.4298 -1.7355 -1.1517 0.16 -0.14 0.13
H -3.2386 -3.5326 1.6682 -0.14 -0.01 0.09
H 0.5046 0.4579 2.1195 0.14 0.00 -0.09
H 1.6525 -0.9925 -2.6122 -0.01 0.01 -0.02
H -3.3618 -1.2781 0.9373 -0.11 0.09 0.16
H -0.4687 5.2397 1.2314 0.03 0.09 0.03
H 0.0697 4.1041 2.4642 0.05 0.03 0.08
H 0.9553 4.2444 0.9358 0.09 0.03 0.00
H -1.6789 -3.1063 2.3753 0.01 0.01 0.14
H 0.3985 0.0549 -1.9079 0.09 -0.14 -0.05
H 0.6441 -2.3143 -0.9427 0.02 -0.01 0.00
H 6.4605 0.1837 0.8000 -0.08 -0.09 0.06
H 1.6176 0.8214 0.7752 -0.02 0.03 0.12
H 1.9806 -1.6610 2.5091 -0.03 0.12 0.05
H -2.2148 -3.9461 -0.5139 0.08 0.02 -0.08
H -2.2065 3.0784 2.4877 -0.02 0.02 0.12
H -1.9928 -4.7662 1.8580 -0.05 -0.06 0.05
H 3.9121 1.5607 -2.0974 0.04 -0.11 -0.11
H 4.6403 0.5523 2.1850 -0.03 -0.02 -0.06
```
Forces are in eV/Å.

Calculated values
- Structure (SMILES): CC[C@@H](NS(=O)(=O)c1ccc(C)cc1)C(=O)N1CCOCCOCCOCC1
- Frontier orbital gap: 9.7762 eV
- HOMO energy: -9.121 eV
- M: 414.52 g mol⁻¹
- Relative energy (zero: lowest compared OMol25 entry of this formula, charge and spin): 22.2 kcal/mol
- Multiplicity: 1
- E: -1701.09842 Eh


[5]
Formula: C2H8OS2
Source: the Open Molecules 2025 dataset
Level of theory: ωB97M-V/def2-TZVPD

The geometry in XYZ format:
```
13
Properties=species:S:1:pos:R:3:forces:R:3
S 0.1730 0.0631 2.2335 1.17 -0.42 -0.03
S 0.5241 0.3833 -0.8662 -0.65 -0.52 0.52
O 0.3285 -2.3481 -3.3815 -0.83 0.60 -0.65
C 0.2709 1.8423 2.2731 -0.43 0.95 0.75
C -0.3811 -0.3025 0.5846 -0.87 -0.70 0.33
H -0.2622 -1.4016 0.5280 -0.17 0.58 0.00
H -1.4645 -0.0840 0.6482 0.53 0.05 -0.97
H -0.2789 -2.7457 -4.0457 0.63 0.45 0.70
H 0.0808 -0.6830 -1.5654 0.33 0.37 -0.13
H 0.1478 -1.3819 -3.4271 0.19 -1.05 -0.17
H 0.4054 2.3927 1.3267 0.03 -0.64 0.22
H 1.1171 2.0777 2.9402 -0.38 0.06 -0.32
H -0.6610 2.1877 2.7516 0.46 0.26 -0.25
```
Forces are in eV/Å.

Calculated values
- Structure (SMILES): CSCS.O
- Frontier orbital gap: 9.1014 eV
- HOMO energy: -8.579 eV
- M: 112.22 g mol⁻¹
- Relative energy (zero: lowest compared OMol25 entry of this formula, charge and spin): 21.9 kcal/mol
- Multiplicity: 1
- E: -952.57860 Eh


[6]
Formula: C9H17N5O5
Source: the Open Molecules 2025 dataset
Level of theory: ωB97M-V/def2-TZVPD

The geometry in XYZ format:
```
36
Properties=species:S:1:pos:R:3:forces:R:3
O -3.2282 1.5661 2.8470 0.34 -0.31 -0.24
O 2.7680 -1.2151 0.4722 -0.21 -0.07 -0.62
O 3.4334 0.8192 -1.0364 0.93 -0.58 0.29
O 1.8483 2.8705 -1.2901 0.54 0.18 -0.17
O 0.0778 -0.4428 -1.9354 -0.08 -0.09 -0.31
N -3.6340 -0.2882 -1.1464 -0.77 0.17 -1.23
N 0.0567 -1.5011 1.3533 -0.13 -0.43 -0.24
N -0.7794 0.1364 3.4538 -0.59 1.01 -0.23
N -3.3768 0.5939 0.8736 -0.53 -0.77 -1.50
N -1.7714 -0.9593 0.0127 -0.48 0.29 0.81
C -1.5150 -0.0108 2.2451 -1.13 0.12 0.00
C 1.7173 -1.5383 -0.4625 0.66 1.04 0.41
C -2.8840 -0.2461 -0.0230 -0.72 0.47 -1.17
C 1.9565 1.9540 -2.3656 -1.53 -1.61 -0.31
C 0.6813 -2.3236 0.2935 -0.74 0.15 0.51
C 2.3184 0.5293 -1.8451 -0.98 1.00 -0.35
C 1.1967 -0.2138 -1.0786 -1.10 -0.18 0.46
C -2.7036 0.6685 1.9587 1.40 0.84 3.17
C -1.1238 -0.8341 1.1776 1.84 -0.14 1.02
H -3.9560 1.9270 2.3095 0.00 0.14 0.55
H -0.2698 -0.6665 3.7927 -0.49 0.03 0.17
H -3.1359 -0.4574 -2.0150 -0.42 -0.02 0.23
H 1.0208 2.7218 -0.8291 -0.18 -0.09 0.05
H 2.6003 -0.1356 -2.6771 0.14 0.35 0.11
H 1.0352 1.9265 -2.9488 -0.06 0.01 -0.01
H 3.3216 -0.5486 -0.0010 -0.25 -0.35 0.70
H 2.1182 -2.1691 -1.2402 0.14 -0.31 -0.60
H 0.7734 0.3886 -0.2579 0.78 0.16 0.17
H -4.3721 0.4255 -1.1355 0.69 -0.62 -0.38
H -0.0788 -2.7904 -0.3636 0.21 0.76 0.35
H 3.3356 1.7438 -0.7556 -0.05 -0.21 0.23
H -1.2567 0.7221 4.1657 0.64 -0.97 -0.80
H 2.7565 2.2336 -3.0214 0.50 0.55 -0.12
H 0.6505 -1.0854 2.0755 0.01 -0.49 -0.75
H 1.1559 -3.1726 0.7708 0.35 -0.04 0.19
H -0.7370 -0.6280 -1.3737 1.28 0.00 -0.40
```
Forces are in eV/Å.

Calculated values
- Structure (SMILES): Nc1nc(O)c(N)c(NC[C@H](O)[C@H](O)[C@H](O)CO)n1
- Frontier orbital gap: 8.1568 eV
- HOMO energy: -7.624 eV
- M: 275.26 g mol⁻¹
- Relative energy (zero: lowest compared OMol25 entry of this formula, charge and spin): 0.0 kcal/mol
- Multiplicity: 1
- E: -1003.16212 Eh


[7]
Formula: C3H5N3O
Source: the Open Molecules 2025 dataset
Level of theory: ωB97M-V/def2-TZVPD

The geometry in XYZ format:
```
12
Properties=species:S:1:pos:R:3:forces:R:3
O 3.3157 -0.0780 0.3999 2.15 -0.11 0.88
N -0.7326 -1.8300 -0.4353 -0.74 -1.70 -2.47
N 1.2050 0.2674 -0.5338 -0.33 -0.48 -0.03
N -1.2224 -1.2112 0.4726 -0.50 -1.94 1.77
C 2.2662 0.1611 0.0048 -1.88 -0.24 -0.68
C -0.1253 0.7477 -0.3396 -1.04 0.91 -2.27
C -1.0068 0.1660 0.7111 0.46 -0.84 -1.57
H -0.4366 -1.3256 -1.3168 0.59 0.49 1.12
H -1.9823 0.5779 0.8260 -0.58 1.01 -0.09
H -0.0053 1.7521 -0.0936 -0.16 2.10 0.08
H -0.5769 0.0646 1.6624 0.88 0.69 1.54
H -0.6988 0.7080 -1.3578 1.15 0.10 1.71
```
Forces are in eV/Å.

Calculated values
- Structure (SMILES): [H]/N=N\CCN=C=O
- Frontier orbital gap: 9.1414 eV
- HOMO energy: -8.600 eV
- M: 99.09 g mol⁻¹
- Relative energy (zero: lowest compared OMol25 entry of this formula, charge and spin): 79.5 kcal/mol
- Multiplicity: 1
- E: -356.73070 Eh


Question: The highest multiplicity belongs to which entry?
Answer: C4H4BrClN2


Question: What is the M in the third record?
Answer: 157.06 g mol⁻¹